Molecular formula: C4H7NO
Method: DFT, ωB97M-V/def2-TZVPD

Its SMILES is N#CCCCO. For the largest force on an atom, the calculation gives 1.16 eV/Å. As for the energy above the lowest of the compared OMol25 structures with the same formula, charge and spin: 28.22 kcal/mol. Its total energy is -286.58667 Ha. The frontier orbital gap is 0.42250 hartree.

Last column: Löwdin charge in e.
Element x y z (Å)
O  0.5598  0.3017  2.2433  -0.08
C  0.1861  -0.5112  1.1421  -0.26
C  -0.5930  0.2955  0.0843  -0.18
C  0.1558  0.5617  -1.2299  -0.19
C  0.3190  -0.6323  -2.0709  -0.23
N  0.4377  -1.5676  -2.7419  0.14
H  -0.2150  0.4285  2.8079  0.09
H  -0.3992  -1.3831  1.4707  0.12
H  1.1285  -0.8930  0.7316  0.12
H  -0.7718  1.2700  0.5448  0.11
H  -1.5654  -0.1550  -0.1447  0.12
H  1.1491  0.9757  -1.0218  0.13
H  -0.3916  1.3092  -1.8154  0.12

***

Molecular formula: C3H8N4S
Method: DFT, ωB97M-V/def2-TZVPD

For the largest force on an atom, the calculation gives 12.04 eV/Å. As for the energy above the lowest of the compared OMol25 structures with the same formula, charge and spin: 126.01 kcal/mol. Its total energy is -736.11732 Ha. The frontier orbital gap is 0.32785 hartree.

Last column: Löwdin charge in e.
Element x y z (Å)
C  -0.9493  0.4752  -0.4117  -0.46
C  -0.5305  -0.9065  0.1584  -0.10
C  1.9812  -1.5953  0.5115  -0.84
H  -0.8135  2.7829  -0.9207  0.10
H  -0.8214  3.0064  0.7378  0.04
H  0.7657  1.1650  0.1820  0.00
H  -2.5801  -0.4106  -1.0626  0.11
H  -1.4620  -1.9774  0.2968  0.20
H  -0.2861  -0.6145  1.4688  0.18
H  1.1689  -1.6801  -1.3377  0.16
H  1.5899  -1.6750  1.5812  0.09
N  -0.3238  2.7339  -0.0107  0.04
N  -0.0523  1.4266  0.1828  -0.05
N  -2.0913  0.6296  -0.9736  0.09
N  0.9695  -1.3580  -0.2956  -0.14
S  3.4351  -2.0023  -0.1065  0.57

***

Molecular formula: C5H8N2
Method: DFT, ωB97M-V/def2-TZVPD

For the largest force on an atom, the calculation gives 1.66 eV/Å. As for the energy above the lowest of the compared OMol25 structures with the same formula, charge and spin: 134.72 kcal/mol. Its total energy is -304.62081 Ha. The frontier orbital gap (alpha / beta) is 0.40453 / 0.26109 hartree.

Last column: Löwdin charge in e.
Element x y z (Å)
C  -2.0034  0.1254  0.0581  -0.04
C  -0.9921  -0.4240  -0.9224  -0.34
C  0.3040  0.2198  -1.2381  -0.28
C  0.8148  1.2801  -0.3861  -0.21
N  1.3437  1.9577  0.3949  0.17
N  0.2382  -1.0863  -0.5486  0.16
C  1.9494  -0.5634  1.4410  0.10
H  -1.5297  0.7499  0.8206  0.08
H  -2.7542  0.7265  -0.4689  0.08
H  -2.5224  -0.7018  0.5530  0.08
H  -1.4662  -0.8784  -1.8032  0.15
H  0.6751  0.2599  -2.2644  0.14
H  1.8080  -0.5266  0.3897  -0.07
H  2.7335  -1.2034  1.8423  0.00
H  1.4012  0.0645  2.1324  0.00

***

Molecular formula: C22H37FN3O3
Method: DFT, ωB97M-V/def2-TZVPD

For the largest force on an atom, the calculation gives 9.34 eV/Å. Its total energy is -1349.75476 Ha. The total charge is +1. The frontier orbital gap is 0.28407 hartree.

Last column: Löwdin charge in e.
Element x y z (Å)
C  -4.7627  4.0048  -0.6889  -0.12
O  -4.7825  2.5054  -0.6871  -0.26
C  -5.1390  2.1358  0.6917  -0.25
C  -5.5478  0.5630  0.9076  -0.17
C  -5.0371  -0.4572  -0.2706  -0.20
C  -3.4403  -0.8275  -0.2258  -0.20
C  -3.0714  -2.1007  0.7760  -0.19
C  -2.5678  -1.6476  2.2688  -0.16
C  -1.0084  -1.0492  2.2754  -0.27
C  0.1171  -2.1871  1.8740  -0.14
N  1.5493  -1.6123  1.8665  0.07
C  1.4507  -0.4046  2.7943  -0.16
N  1.8200  0.8797  2.4827  0.09
C  2.4444  1.3587  1.1920  -0.13
C  1.3323  1.8504  0.0523  -0.15
C  2.0330  1.7062  -1.4322  -0.15
C  0.9782  1.5159  -2.6725  -0.18
O  -0.2414  0.7604  -2.3414  -0.15
C  0.1115  -0.6412  -1.9373  -0.11
O  0.8088  -1.4377  -2.7835  -0.03
N  0.8212  -0.6985  4.1729  0.01
C  -0.6896  -0.6343  3.8640  -0.15
H  -4.7915  4.4285  0.4268  0.10
H  -3.7955  4.4438  -1.2052  0.10
H  -5.7282  4.4509  -1.2185  0.11
H  -4.2336  2.4587  1.3752  0.12
H  -6.0941  2.7770  1.0053  0.13
H  -6.7315  0.5160  0.9780  0.12
H  -5.1502  0.2316  1.9796  0.10
H  -5.6842  -1.4597  -0.2322  0.12
H  -5.2938  0.0185  -1.3344  0.13
H  -2.7378  0.1113  -0.0426  0.11
H  -3.1586  -1.2092  -1.3211  0.12
H  -3.9591  -2.8511  0.9140  0.12
H  -2.2064  -2.6876  0.2377  0.09
H  -2.5828  -2.4962  3.0755  0.12
H  -3.2435  -0.7234  2.5909  0.12
H  -1.0332  -0.1198  1.5586  0.12
H  -0.1255  -2.7836  0.8940  0.13
H  0.1171  -2.9706  2.7733  0.15
H  1.8103  -1.3408  0.8935  0.10
H  1.6155  1.6187  3.2210  0.19
H  3.0969  2.3055  1.4232  0.15
H  3.1195  0.4861  0.7414  0.13
H  0.3026  1.3026  0.1528  0.09
H  1.1168  3.0043  0.2676  0.13
H  2.6677  2.6795  -1.6630  0.14
H  2.7423  0.7756  -1.4110  0.08
H  1.5532  0.9494  -3.5506  0.14
H  0.6707  2.5647  -3.1443  0.15
H  -0.1924  -0.9995  -0.8561  0.13
H  1.0574  -1.6957  4.4600  0.13
H  -0.9947  0.4876  4.0971  0.14
H  -1.2203  -1.4226  4.5468  0.14
F  3.9215  -0.7332  -1.2062  0.01
C  4.9489  -1.0489  -2.0058  -0.29
C  6.1697  -1.4046  -1.4430  -0.02
C  7.2383  -1.7384  -2.2751  -0.07
C  7.0769  -1.7022  -3.6623  -0.08
C  5.8491  -1.3390  -4.2177  -0.07
C  4.7777  -1.0161  -3.3853  -0.01
H  6.2787  -1.4191  -0.3635  0.11
H  8.1946  -2.0254  -1.8449  0.11
H  7.9119  -1.9583  -4.3110  0.11
H  5.7271  -1.3075  -5.2977  0.11
H  3.8138  -0.7403  -3.8000  0.11

***

Molecular formula: C10H17N4
Method: DFT, ωB97M-V/def2-TZVPD

For the largest force on an atom, the calculation gives 4.00 eV/Å. As for the energy above the lowest of the compared OMol25 structures with the same formula, charge and spin: 17.26 kcal/mol. Its total energy is -609.94638 Ha. The total charge is +1. The frontier orbital gap is 0.29139 hartree.

Last column: Löwdin charge in e.
Element x y z (Å)
C  -3.1281  0.6276  -0.1233  -0.05
C  -3.5853  1.2320  1.1233  -0.06
C  -2.4223  -0.5601  0.0802  -0.19
C  -3.1596  0.7280  2.3287  -0.04
C  -1.9608  -1.0660  1.2407  -0.08
C  -2.1742  -0.3209  2.4268  -0.33
C  3.1919  1.0319  -1.5831  -0.20
C  4.2685  1.3770  -2.2536  0.04
C  1.3033  -0.4843  -1.5476  -0.29
C  0.6361  -1.5908  -2.3770  0.04
N  2.3737  0.0470  -2.0691  0.10
N  0.7493  -0.1081  -0.4358  0.04
N  -1.6650  -0.6897  3.5894  0.13
N  1.2893  0.8665  0.4322  0.04
H  -3.2764  0.8666  -1.1318  0.08
H  -4.1899  2.1578  1.2013  0.12
H  -2.0092  -1.0183  -0.7950  0.07
H  -3.4023  1.2891  3.1974  0.10
H  2.7995  1.6148  -0.7575  0.10
H  -1.5813  -2.1000  1.2138  0.13
H  4.9341  2.3209  -1.9401  0.12
H  4.7107  0.8669  -3.1132  0.07
H  0.9616  -2.7127  -2.1286  0.16
H  0.6834  -1.4956  -3.4592  0.09
H  -0.4001  -1.5428  -2.1918  0.04
H  2.7539  -0.5876  -2.8058  0.19
H  -0.1925  -0.3197  -0.1795  0.09
H  0.5248  1.6149  0.6481  0.16
H  -1.5291  -1.6667  3.8114  0.12
H  -2.0167  -0.1121  4.2901  0.08
H  1.5498  0.4243  1.3354  0.13

***

Molecular formula: C9H18NO
Method: DFT, ωB97M-V/def2-TZVPD

For the largest force on an atom, the calculation gives 5.64 eV/Å. As for the energy above the lowest of the compared OMol25 structures with the same formula, charge and spin: 38.63 kcal/mol. Its total energy is -483.35939 Ha. The total charge is +1. The frontier orbital gap is 0.36687 hartree.

Last column: Löwdin charge in e.
Element x y z (Å)
C  -2.4296  0.1736  -1.6495  -0.16
C  -2.4598  -0.8948  -0.5928  -0.20
C  -1.2042  1.1574  -1.3734  -0.11
C  1.1332  1.3197  -0.3374  -0.07
C  -1.0866  -1.4107  -0.3008  -0.18
C  1.7976  1.0958  1.0412  -0.01
C  0.3634  -0.6293  1.6337  -0.13
C  -0.3633  1.0302  -0.1032  -0.25
C  2.7212  -1.1625  0.8616  0.07
N  -0.4357  -0.3718  0.4536  -0.10
O  1.7260  -0.3469  1.5347  -0.17
H  -2.1625  -0.2396  -2.6371  0.11
H  -3.4225  0.5801  -1.7793  0.11
H  -2.7219  -0.3804  0.3277  0.12
H  -3.2217  -1.6280  -0.8028  0.12
H  -0.5910  1.2580  -2.2689  0.12
H  -1.6413  2.1246  -1.2419  0.10
H  1.3970  2.3412  -0.5517  0.14
H  1.5252  0.6797  -1.0314  0.10
H  -1.0264  -2.3537  0.2435  0.13
H  -0.4973  -1.5258  -1.2844  0.15
H  2.8425  1.4249  0.9436  0.15
H  1.2531  1.4436  1.8791  0.12
H  0.0780  0.1450  2.3639  0.15
H  0.0850  -1.6760  1.9958  0.19
H  -0.7140  1.8125  0.5320  0.14
H  3.6445  -0.5936  0.7463  0.12
H  2.9623  -2.0454  1.4862  0.14
H  2.4485  -1.3277  -0.0885  0.07